{
  "formula": "C5H5ClO2",
  "method": "ωB97M-V/def2-TZVPD",
  "total_energy_ev": -21880.6322,
  "e_lumo_ev": 0.2079,
  "orbital_gap_ev": 10.262,
  "e_homo_ev": -10.054,
  "e_above_lowest_ev": 2.416,
  "elements": ["C", "O", "C", "O", "C", "C", "C", "Cl", "H", "H", "H", "H", "H"],
  "xyz": [[-2.9181, 0.9817, 0.3099], [-1.4737, 0.8963, 0.4059], [-0.8659, -0.2970, 0.3823], [-1.2746, -1.3478, 0.8822], [0.5564, -0.2097, -0.0468], [1.7944, -0.3674, -0.3299], [3.2152, -0.5145, -0.7005], [3.9243, -1.5125, 0.6551], [-3.2005, 2.0199, 0.0827], [-3.4993, 0.6699, 1.1476], [-3.2113, 0.2479, -0.4233], [3.3506, -1.0583, -1.6474], [3.6026, 0.4914, -0.7179]]
}